# 1
DFT (ωB97M-V with the def2-TZVPD basis set) results for a 6-piece molecular cluster, C26H62N2O6S4 overall at a distorted geometry.

```
100
Properties=species:S:1:pos:R:3:lowdin_charge:R:1
C -2.83507 4.18112 2.17897 -0.251
S -1.52721 3.14201 2.82661 0.893
O -0.96925 2.40005 1.63484 -0.565
C -0.22427 4.39744 3.28184 -0.219
H -3.61013 3.45344 1.93845 0.017
H -2.63498 4.82772 1.32459 0.071
H -3.35959 4.74242 2.95222 0.060
H -0.54485 4.83227 4.22854 0.046
H -0.18820 5.16579 2.50955 0.051
H 0.76943 3.95540 3.35433 0.049
C 2.34008 2.85413 0.55643 -0.239
S 2.59984 2.01547 -1.05575 0.848
O 4.09539 1.72561 -1.15515 -0.605
C 1.80285 0.42226 -0.76265 -0.250
H 1.28207 3.10070 0.46739 0.016
H 2.96523 3.71727 0.78506 0.064
H 2.36207 2.09598 1.33926 0.033
H 2.33146 -0.06140 0.05877 0.032
H 1.98816 -0.22010 -1.62355 0.012
H 0.74372 0.56589 -0.54883 0.051
C 4.92314 -0.00407 -3.75412 -0.222
S 4.29634 -1.29193 -2.57168 0.796
O 2.98886 -1.84613 -3.10151 -0.567
C 5.65832 -2.52070 -2.69619 -0.244
H 4.87999 -0.51718 -4.71482 0.047
H 5.95295 0.15005 -3.43186 0.050
H 4.25175 0.85210 -3.81988 0.047
H 6.01573 -2.62132 -3.72100 0.048
H 5.36575 -3.54639 -2.47157 0.055
H 6.44004 -2.21719 -1.99985 0.030
C 4.69711 0.25792 1.89128 -0.260
S 6.50897 0.57279 1.91924 0.861
O 6.93341 -0.42261 3.00446 -0.587
C 6.87461 -0.13935 0.25084 -0.265
H 4.15952 0.86578 2.61902 0.049
H 4.53645 -0.81087 2.03260 0.049
H 4.23704 0.44558 0.92111 0.001
H 6.39941 0.39961 -0.56880 0.029
H 6.62152 -1.19821 0.19736 0.043
H 7.92400 -0.08756 -0.03934 0.046
C -2.32953 0.38787 -2.61833 -0.028
C -2.87888 1.66418 -2.02449 -0.476
C -4.01733 2.27324 -2.92393 -0.107
C -5.46810 1.73522 -2.64962 -0.167
C -5.79702 1.71741 -1.17723 -0.160
C -4.79891 0.91089 -0.25472 -0.455
N -3.41516 1.38650 -0.65080 -0.072
O -2.39227 0.84461 0.13357 -0.068
C -5.22702 1.28244 1.18375 -0.031
C -5.01619 -0.58697 -0.52098 -0.022
C -1.79925 2.74301 -1.87529 -0.031
H -3.00924 -0.44301 -2.42933 0.072
H -1.40354 0.17153 -2.08556 0.063
H -2.11179 0.40628 -3.68620 0.092
H -3.95820 3.36034 -2.87079 0.102
H -3.86483 2.01562 -3.97201 0.108
H -5.40400 0.69053 -2.95396 0.096
H -6.15386 2.36325 -3.21832 0.112
H -6.78229 1.42571 -0.81356 0.116
H -5.80818 2.77553 -0.91575 0.107
H -5.25745 2.37192 1.19838 0.064
H -6.14579 0.76981 1.46865 0.086
H -4.49982 0.96003 1.92896 0.079
H -5.93446 -1.00611 -0.10964 0.087
H -4.99136 -0.85059 -1.57833 0.067
H -4.13847 -1.05407 -0.07431 0.069
H -2.09299 3.74250 -1.55461 0.081
H -1.26050 2.83916 -2.81794 0.091
H -1.05462 2.43084 -1.14304 0.054
H -1.96346 1.52887 0.65271 0.003
C -0.48004 -3.22294 3.09757 -0.039
C 0.03180 -2.08431 2.26559 -0.499
C 1.59740 -2.26156 2.20133 -0.135
C 2.02829 -3.33283 1.22704 -0.178
C 1.35421 -3.20739 -0.19208 -0.092
C -0.24624 -3.12104 -0.08177 -0.422
N -0.55801 -1.99845 0.92011 -0.080
O -1.95297 -1.86635 0.99968 -0.044
C -0.71085 -2.67545 -1.48989 -0.029
C -0.87854 -4.49714 0.26264 -0.034
C -0.21364 -0.73129 3.00082 -0.029
H -0.06758 -4.08564 2.57437 0.060
H -1.55147 -3.41836 3.14163 0.089
H -0.15560 -3.07141 4.12707 0.090
H 2.13320 -1.33755 1.98406 0.085
H 1.96760 -2.52319 3.19259 0.120
H 1.79557 -4.32526 1.61309 0.095
H 3.09531 -3.32969 1.00446 0.103
H 1.54095 -4.19115 -0.62272 0.114
H 1.86314 -2.38483 -0.69454 0.074
H -0.68397 -3.62082 -2.03179 0.079
H -1.73604 -2.31494 -1.57421 0.066
H -0.09071 -1.90974 -1.95595 0.071
H -1.19803 -5.00729 -0.64608 0.073
H -0.24237 -5.21532 0.77993 0.074
H -1.77932 -4.30765 0.84640 0.077
H 0.20425 -0.86793 3.99821 0.075
H -1.26991 -0.60593 3.23890 0.080
H 0.20005 0.17495 2.55847 0.062
H -2.07391 -1.15025 0.37185 0.045
```

F_max ... 0.053 Eh/bohr
Kohn-Sham gap ... 0.296 hartree
Highest occupied orbital energy ... -7.88 eV
M ... 627.1 u

# 2
DFT (ωB97M-V with the def2-TZVPD basis set) results for an isolated molecule of C5H4F2N2O2 at a distorted geometry.

```
15
Properties=species:S:1:pos:R:3:lowdin_charge:R:1
C 0.40922 1.00322 1.16994 0.081
C 1.37060 0.36616 0.43851 -0.324
F 2.51985 1.09354 0.45488 0.030
C 1.41970 -0.72113 -0.47082 -0.004
C 0.47802 -0.81878 -1.44063 -0.128
N -0.54695 -0.03752 -1.55613 0.183
C -1.34936 0.37178 -0.71547 -0.276
F -2.15494 1.38395 -0.82798 0.188
N -1.79914 -0.55557 0.48156 -0.336
O -2.49761 -0.12848 1.34435 0.121
O -1.33791 -1.66423 0.35456 0.109
H -0.25521 0.47707 1.83548 0.064
H 0.81009 1.99272 1.50578 0.098
H 2.35493 -1.13070 -0.53480 0.090
H 0.57870 -1.63203 -2.03922 0.105
```

Structure (SMILES) ... C=C(F)/C=C\N=C(\F)[N+](=O)[O-]
F_max ... 0.077 Eh/bohr
Kohn-Sham gap ... 0.310 hartree
Highest occupied orbital energy ... -9.35 eV
M ... 162.1 u

# 3
DFT (ωB97M-V with the def2-TZVPD basis set) results for C35H52BrN4O3RbSi as an isolated structure.

```
97
Properties=species:S:1:pos:R:3:lowdin_charge:R:1
Rb 0.24641 1.55907 -0.77796 1.019
C 3.75730 1.68380 -1.28309 -0.087
O 2.67637 2.59498 -1.28128 -0.244
C 2.95611 3.93279 -1.11919 -0.223
C 4.26090 4.40142 -1.03459 -0.033
C 4.50438 5.76174 -0.88736 -0.095
C 3.44519 6.64772 -0.82619 -0.094
C 2.14630 6.17190 -0.90457 -0.023
C 1.86714 4.81823 -1.03860 -0.168
N 0.52454 4.28895 -1.11548 -0.022
N -0.32839 5.19994 -0.88591 0.047
C -1.68162 4.99800 -0.94011 -0.144
C -2.35824 3.78850 -1.29974 -0.390
O -1.79781 2.67805 -1.49133 -0.277
C -3.80528 3.86831 -1.45721 -0.010
C -4.49757 4.99167 -1.19906 -0.035
C -3.84693 6.19294 -0.76427 -0.185
C -4.59620 7.34468 -0.47138 -0.055
C -3.98428 8.50013 -0.05561 -0.106
C -2.58842 8.51020 0.07419 -0.096
C -1.83921 7.39487 -0.20645 -0.033
C -2.44427 6.19531 -0.64049 -0.105
H 4.42397 1.86263 -2.13073 0.101
H 3.32082 0.69013 -1.37776 0.081
H 4.32577 1.74246 -0.35102 0.102
H 5.09397 3.71795 -1.09015 0.097
H 5.52460 6.11665 -0.82878 0.100
H 3.62181 7.70961 -0.72382 0.100
H 1.30851 6.85220 -0.86708 0.092
H -4.29102 2.95750 -1.78330 0.108
H -5.57624 5.00757 -1.31635 0.109
H -5.67406 7.29913 -0.58113 0.105
H -4.56655 9.38309 0.17096 0.093
H -2.08707 9.41236 0.40408 0.096
H -0.76801 7.42567 -0.08839 0.086
C -1.94918 -0.15921 1.49782 -0.029
N -1.19718 -0.05417 2.73191 -0.077
C -1.52102 -0.95970 3.81739 -0.156
C -1.38417 -0.23655 5.14092 -0.148
C 0.02334 0.31175 5.24968 -0.164
N 0.39209 1.04263 4.05204 -0.085
C 1.53260 1.92463 4.17235 -0.029
C -0.19450 0.87105 2.83033 -0.481
O 0.16003 1.52967 1.85149 -0.125
H -2.99995 -0.32514 1.73941 0.098
H -1.60002 -0.98018 0.86387 0.057
H -1.87974 0.77185 0.93979 0.064
H -0.86820 -1.84322 3.79667 0.114
H -2.54169 -1.31361 3.66473 0.123
H -1.58453 -0.91215 5.97320 0.118
H -2.10963 0.57820 5.18748 0.126
H 0.73543 -0.50740 5.42301 0.128
H 0.11090 0.99432 6.09895 0.124
H 1.33589 2.69358 4.92353 0.094
H 1.72023 2.40192 3.21639 0.085
H 2.42166 1.36411 4.47783 0.093
C 0.26068 -3.36741 1.57698 -0.121
C 0.91326 -4.34140 0.57860 -0.619
C 2.43404 -4.16325 0.69635 -0.099
C 0.57403 -5.77265 1.02931 -0.083
Si 0.36805 -4.04908 -1.23037 0.466
Br 0.48748 -1.80149 -1.51135 0.514
C -1.46527 -4.49721 -1.55021 -0.620
C -2.06875 -3.75395 -2.75422 -0.110
C -1.60576 -6.00879 -1.81038 -0.086
C -2.34377 -4.13328 -0.34126 -0.094
C 1.58901 -4.75638 -2.52220 -0.624
C 0.97747 -4.65007 -3.92999 -0.100
C 2.92874 -3.99620 -2.56805 -0.113
C 1.90899 -6.23113 -2.23850 -0.086
H 0.72341 -3.52743 2.55538 0.085
H -0.81070 -3.53137 1.69397 0.063
H 0.41806 -2.32383 1.30607 0.044
H 2.71712 -4.22911 1.75036 0.088
H 2.76686 -3.19410 0.32193 0.077
H 2.98052 -4.94460 0.16664 0.063
H 0.93339 -5.91851 2.05253 0.091
H 1.04476 -6.53772 0.40946 0.071
H -0.49597 -5.96190 1.03989 0.062
H -1.58968 -4.00263 -3.69865 0.063
H -2.02936 -2.67215 -2.63044 0.054
H -3.12109 -4.03960 -2.83569 0.088
H -1.15119 -6.30827 -2.75373 0.064
H -2.66893 -6.25907 -1.87291 0.091
H -1.17649 -6.62237 -1.01924 0.068
H -2.24494 -3.08482 -0.05959 0.064
H -2.13532 -4.74537 0.53485 0.065
H -3.38930 -4.29957 -0.61254 0.090
H 0.66330 -3.63404 -4.17159 0.076
H 0.12510 -5.31351 -4.06611 0.063
H 1.73559 -4.94135 -4.66149 0.087
H 2.80102 -2.92285 -2.69183 0.043
H 3.49200 -4.35919 -3.43188 0.086
H 3.54457 -4.16323 -1.68625 0.062
H 1.02484 -6.87059 -2.23069 0.071
H 2.43346 -6.36000 -1.29049 0.062
H 2.57553 -6.60301 -3.02231 0.091
```

F_max ... 0.019 Eh/bohr
Kohn-Sham gap ... 0.232 hartree
Highest occupied orbital energy ... -6.22 eV
M ... 770.3 u

# 4
DFT (ωB97M-V with the def2-TZVPD basis set) results for a 2-piece molecular cluster, C5H13NOS overall.

```
21
Properties=species:S:1:pos:R:3:lowdin_charge:R:1
C 1.60842 -1.36025 -1.89072 -0.103
C 0.91383 -1.55288 -0.57543 -0.165
C 1.55556 -1.69800 0.56751 -0.219
O 0.89264 -1.90158 1.75347 -0.021
H 1.36494 -0.38510 -2.31653 0.070
H 2.69288 -1.45572 -1.78635 0.073
H 1.29692 -2.12096 -2.61198 0.072
H -0.17276 -1.54308 -0.58848 0.099
H 2.64011 -1.69655 0.60683 0.120
H 1.47772 -1.69740 2.48738 0.097
N -1.03047 0.80409 1.99197 -0.001
C -0.92927 1.77437 0.91045 -0.383
C -1.69619 1.24763 -0.29470 -0.575
S -1.60605 2.45935 -1.64804 0.681
H -0.55411 -0.06193 1.76064 0.036
H -0.60024 1.16028 2.83615 0.065
H 0.10369 1.98761 0.60213 0.100
H -1.38426 2.71226 1.22855 0.103
H -1.26634 0.31347 -0.64521 0.035
H -2.72493 1.08457 0.00599 0.074
H -2.58211 1.92982 -2.39364 -0.157
```

Structure (SMILES) ... C/C=C/O.NCCS
F_max ... 0.008 Eh/bohr
Kohn-Sham gap ... 0.350 hartree
Highest occupied orbital energy ... -8.88 eV
M ... 135.2 u